(A)
The molecule C4H7NO3, computed with the ωB97M-V functional and the def2-TZVPD basis.

Summary:
- LUMO energy (eV) = 0.8
- charge = 0
- gap between HOMO and LUMO (eV) = 9.978
- multiplicity = 1
- SMILES = C[C@@H]1COC(=O)N1O

CARTESIAN COORDINATES (ANGSTROEM)
1 C -1.68907 0.28989 0.11069
2 C 0.16780 1.47153 -0.43223
3 C 0.57189 -0.01544 -0.51322
4 C 1.39079 -0.48178 0.68964
5 N -0.74165 -0.61884 -0.59000
6 O -2.75326 -0.06044 0.51809
7 O -1.15177 1.50051 0.10785
8 O -0.85493 -1.97616 -0.23382
9 H 0.81416 2.05156 0.22887
10 H 0.14409 1.93609 -1.42237
11 H 1.11319 -0.22490 -1.44113
12 H 0.87238 -0.25234 1.61812
13 H 2.35721 0.01526 0.69016
14 H 1.54216 -1.55616 0.63049
15 H -1.78297 -2.07878 0.03887

(B)
A cluster of 3 separate species, C4H7NO3 in total, computed with the ωB97M-V functional and the def2-TZVPD basis.

Summary:
- LUMO energy (alpha / beta) (eV) = 0.6 / -0.8
- charge = 0
- gap between HOMO and LUMO (alpha / beta) (eV) = 8.091 / 5.278
- multiplicity = 1

CARTESIAN COORDINATES (ANGSTROEM)
1 C -0.94304 -0.45688 0.52119
2 C -1.85420 0.73168 0.68822
3 C 0.57038 -0.60411 -1.15742
4 N -0.02332 -0.62780 1.54313
5 C 2.33932 0.48510 -1.70049
6 O -0.22201 0.32604 -1.29119
7 O 1.13225 -1.61944 -0.86844
8 O 3.12845 0.40673 -0.80175
9 H -1.50970 -1.37587 0.38071
10 H 0.47217 -1.50861 1.59657
11 H 0.64615 0.13056 1.63128
12 H 2.51068 1.02487 -2.66665
13 H -2.49069 0.63880 1.57545
14 H -2.51794 0.81467 -0.17481
15 H -1.23852 1.63427 0.72422

(C)
The molecule C4H7NO3, computed with the ωB97M-V functional and the def2-TZVPD basis.

Summary:
- LUMO energy (eV) = 0.0
- charge = 0
- gap between HOMO and LUMO (eV) = 9.020
- multiplicity = 1
- SMILES = O=C([O-])[N@@H+]1CCOC1

CARTESIAN COORDINATES (ANGSTROEM)
1 O 2.43704 -1.21940 0.39409
2 C 1.89026 -0.23991 -0.13470
3 O 2.38060 0.34420 -1.15792
4 N 0.59618 0.18761 0.52121
5 C -0.37776 -0.97073 0.33766
6 C -1.55183 -0.34238 -0.54564
7 O -1.31548 1.06055 -0.79571
8 C -0.13397 1.38764 -0.03258
9 H 0.73721 0.43617 1.51071
10 H -0.59172 -1.31874 1.37834
11 H -0.00951 -1.81780 -0.30530
12 H -1.48948 -0.83377 -1.56077
13 H -2.47904 -0.60461 0.05023
14 H -0.61018 1.79994 0.91342
15 H 0.51768 2.13122 -0.57305

(D)
A structure of composition C4H7NO3, computed with the ωB97M-V functional and the def2-TZVPD basis.

Summary:
- LUMO energy (eV) = 0.7
- charge = 0
- gap between HOMO and LUMO (eV) = 9.914
- multiplicity = 1

CARTESIAN COORDINATES (ANGSTROEM)
1 C 1.29009 0.09904 0.31315
2 C -0.04415 -0.63887 0.45849
3 C -0.60197 -1.08301 -0.95904
4 C -1.37844 0.22017 -1.10202
5 H -0.37626 0.74831 1.68292
6 H 2.45531 1.63171 1.42447
7 H -0.47156 -1.56848 1.24796
8 H -1.29363 -1.95435 -1.03585
9 H 0.27660 -0.91492 -1.70193
10 H -0.81207 0.76988 -1.94381
11 H -2.39286 0.20064 -1.59691
12 N 1.58558 1.05070 1.26237
13 O 0.58478 1.05424 2.36338
14 O 2.05147 -0.19399 -0.66326
15 O -0.87289 0.57894 0.25009

Taking the most stable structure as the zero point, the relative energies in hartree are (A) 0.0000; (B) 0.1254; (C) 0.0381; (D) 0.1926.

(A)
The molecule C4H7NO3, computed with the ωB97M-V functional and the def2-TZVPD basis.

Summary:
- LUMO energy (eV) = 0.7
- charge = 0
- gap between HOMO and LUMO (eV) = 10.281
- multiplicity = 1
- SMILES = O=C(O)[C@H]1NCCO1

CARTESIAN COORDINATES (ANGSTROEM)
1 C 2.65474 -0.01638 -0.15678
2 C -0.73074 0.86006 0.02373
3 C -0.55995 -0.65894 -0.37970
4 C 1.36295 0.18808 0.69791
5 N 0.63777 1.30497 0.17603
6 O 3.42365 -1.03222 0.17003
7 O 2.96923 0.78855 -1.00966
8 O 0.50813 -0.99290 0.49661
9 H -1.24168 1.29528 -0.78365
10 H -1.14368 1.15891 0.95590
11 H -1.43014 -1.25355 -0.01431
12 H -0.32944 -1.02118 -1.39781
13 H 1.51205 0.17901 1.76561
14 H 3.14971 -1.46944 0.89679
15 H 1.06975 1.64526 -0.63664

(B)
The molecule C4H7NO3, computed with the ωB97M-V functional and the def2-TZVPD basis.

Summary:
- LUMO energy (eV) = 0.7
- charge = 0
- gap between HOMO and LUMO (eV) = 10.137
- multiplicity = 1
- SMILES = C/C(=C\ON)C(=O)O

CARTESIAN COORDINATES (ANGSTROEM)
1 C -1.62854 0.00115 -0.73920
2 C 0.82382 -0.35210 -1.55279
3 C -0.17481 -0.03891 -0.41974
4 N 0.35935 0.40624 3.10652
5 C 0.42107 0.19307 0.74258
6 O -0.39160 0.49453 1.88219
7 O 0.32252 -0.13932 -2.78188
8 O 1.94590 -0.80621 -1.42717
9 H 1.04150 -0.39505 -3.39628
10 H 0.71062 -0.54983 3.12515
11 H 1.13121 1.05901 2.98092
12 H 1.47667 0.09609 0.95173
13 H -2.24818 0.08191 0.15925
14 H -1.92833 -0.91438 -1.25979
15 H -1.86121 0.86381 -1.37148

Taking the most stable structure as the zero point, the relative energies in hartree are (A) 0.0000; (B) 0.0307.

(A)
The molecule C4H8N2OS, computed with the ωB97M-V functional and the def2-TZVPD basis.

Summary:
- LUMO energy (alpha / beta) (eV) = 0.7 / -1.4
- ⟨S²⟩ = 2.013
- charge = 0
- gap between HOMO and LUMO (alpha / beta) (eV) = 5.153 / 8.125
- multiplicity = 3

CARTESIAN COORDINATES (ANGSTROEM)
1 C -1.10365 0.12690 -0.75693
2 C -1.44069 1.33659 -0.01882
3 C 0.87727 -0.17042 0.19712
4 C 1.19468 -1.59279 0.35737
5 N -1.76001 -0.54834 -1.59635
6 N 0.42304 0.63055 1.25791
7 O -0.35318 1.75905 0.81964
8 S 1.92171 0.65173 -0.99507
9 H -1.60195 2.14901 -0.63795
10 H -2.26644 1.10617 0.69688
11 H 2.24898 -1.59186 0.72091
12 H 0.90401 -2.12959 -0.62668
13 H 0.73254 -2.10520 1.12411
14 H -1.48583 -1.40320 -1.97876
15 H -0.00218 -0.02429 1.86955
16 H 1.71170 1.80570 -0.43294

(B)
The molecule C4H8N2OS, computed with the ωB97M-V functional and the def2-TZVPD basis.

Summary:
- LUMO energy (alpha / beta) (eV) = 0.7 / -2.0
- ⟨S²⟩ = 2.011
- charge = 0
- gap between HOMO and LUMO (alpha / beta) (eV) = 7.335 / 7.515
- multiplicity = 3

CARTESIAN COORDINATES (ANGSTROEM)
1 C -0.40793 -1.73940 -0.11116
2 C -0.90322 -0.17301 -0.24657
3 C -0.36806 0.80713 0.74267
4 C 0.98690 1.31714 0.31135
5 N -1.22562 2.03209 0.61571
6 N -2.32720 1.94281 0.14264
7 O -3.06762 0.32902 -1.66513
8 S -2.89292 0.27654 -0.24528
9 H -0.73974 -2.57536 -0.85464
10 H -0.42778 -1.96840 0.87407
11 H -0.63683 0.13530 -1.20176
12 H 0.72811 -1.65556 -0.35040
13 H -0.40696 0.56972 1.91008
14 H 1.92600 0.81770 0.76662
15 H 1.13570 2.39193 0.64331
16 H 0.97450 1.30787 -0.81940

Taking the most stable structure as the zero point, the relative energies in hartree are (A) 0.0701; (B) 0.0000.

(A)
A cluster of 13 separate species, C4H24BO20 in total, computed with the ωB97M-V functional and the def2-TZVPD basis.

Summary:
- LUMO energy (eV) = 1.8
- charge = -1
- gap between HOMO and LUMO (eV) = 10.221
- multiplicity = 1

CARTESIAN COORDINATES (ANGSTROEM)
1 O -1.53373 1.27561 -3.03996
2 C -1.28273 0.33761 -2.26296
3 O -0.91473 0.57061 -1.14096
4 B -0.23673 -0.63239 -0.63096
5 O -0.12273 -1.55739 -1.81396
6 C -0.73373 -0.95939 -2.76296
7 O -1.03773 -1.33639 -3.86896
8 O -0.77273 -1.17539 0.57704
9 C 0.06827 -1.06039 1.46504
10 O -0.03273 -1.32139 2.63904
11 C 1.25427 -0.44339 0.96204
12 O 1.16827 -0.26639 -0.28496
13 O 2.30527 -0.50439 1.58704
14 O 3.40527 2.38561 1.31004
15 H 3.94327 3.20061 1.22204
16 H 3.84227 1.68861 0.83904
17 O -1.08773 -3.41039 -5.87896
18 H -0.88173 -2.88439 -5.18396
19 H -0.46073 -4.19639 -5.81796
20 O 2.55527 1.37261 -2.31896
21 H 2.16627 1.13361 -1.49996
22 H 2.02327 2.13561 -2.36496
23 O 3.99427 -2.67239 2.60204
24 H 3.85227 -1.91539 2.01604
25 H 4.16627 -2.35639 3.51204
26 O -2.16773 2.18761 -5.80696
27 H -2.31573 2.10461 -4.73496
28 H -3.08473 2.46461 -6.08096
29 O -3.22773 -2.16539 0.11804
30 H -3.44873 -1.24139 0.17204
31 H -2.32673 -2.06839 0.47204
32 O -1.49673 -3.74139 4.17704
33 H -0.98673 -3.82839 3.24204
34 H -1.58473 -2.84639 4.26904
35 O -0.60673 1.31761 3.88404
36 H 0.25927 1.75361 4.00904
37 H -0.82073 1.37761 4.72504
38 O -3.67673 4.01861 -3.04896
39 H -3.51973 3.05861 -2.96596
40 H -2.95173 4.47361 -3.21496
41 O -1.35573 -1.08639 5.13004
42 H -1.41673 -0.58539 4.38704
43 H -0.55273 -1.06239 5.61904
44 O 3.25427 -0.43739 4.35104
45 H 3.12927 0.09861 3.56104
46 H 2.41027 -0.49039 5.03104
47 O 0.41127 3.17761 -2.66596
48 H -0.50073 2.72361 -2.71196
49 H 0.93027 3.38861 -1.77796

(B)
A cluster of 13 separate species, C4H24BO20 in total, computed with the ωB97M-V functional and the def2-TZVPD basis.

Summary:
- LUMO energy (eV) = 1.8
- charge = -1
- gap between HOMO and LUMO (eV) = 9.746
- multiplicity = 1

CARTESIAN COORDINATES (ANGSTROEM)
1 O -2.32335 2.91028 1.79128
2 C -1.31184 2.47788 1.22969
3 O -1.16772 1.45908 0.40730
4 B 0.17717 1.37070 -0.08817
5 O 0.90494 2.38361 0.64738
6 C 0.07448 3.14344 1.33719
7 O 0.41647 4.06338 2.05229
8 O 0.36917 1.56990 -1.55957
9 C 0.71510 0.45949 -2.21975
10 O 0.99090 0.25145 -3.42708
11 C 1.01398 -0.53900 -1.07043
12 O 0.64754 -0.04319 0.08717
13 O 1.53584 -1.64712 -1.18306
14 O 4.51752 -6.07351 -0.30366
15 H 4.81231 -6.19151 0.59934
16 H 4.11199 -5.20650 -0.31237
17 O -1.90805 -3.38746 3.29421
18 H -1.91078 -2.82693 2.51829
19 H -1.05015 -3.24132 3.69282
20 O -4.78410 -1.96467 -0.36650
21 H -5.17300 -2.36773 -1.14273
22 H -4.57276 -1.07204 -0.63995
23 O 0.03267 -6.32280 -3.15618
24 H 0.30567 -6.92266 -2.46201
25 H 0.28134 -5.45581 -2.83569
26 O -0.47573 -1.21262 -8.50720
27 H -1.26566 -1.05744 -7.98935
28 H 0.23218 -0.83751 -7.98339
29 O 1.98512 -2.89128 4.13461
30 H 2.13222 -3.04081 3.20068
31 H 2.48853 -2.10181 4.33346
32 O 6.96940 -1.01165 -4.32644
33 H 6.93259 -0.42029 -3.57468
34 H 6.08939 -0.97804 -4.70155
35 O -7.68157 3.22930 3.09062
36 H -6.74147 3.23284 3.27064
37 H -7.74301 3.22951 2.13539
38 O -2.89106 8.42051 3.07590
39 H -2.11096 8.00209 3.44006
40 H -3.13443 7.86880 2.33252
41 O 4.28947 6.08181 3.98206
42 H 4.41732 6.20631 3.04164
43 H 3.35286 5.90812 4.07598
44 O 0.41048 -5.24458 -7.12886
45 H 0.22242 -4.31215 -7.23576
46 H 0.40564 -5.38335 -6.18178
47 O -1.70649 3.28170 7.20221
48 H -0.93023 2.72691 7.12555
49 H -1.95237 3.47666 6.29791

Taking the most stable structure as the zero point, the relative energies in hartree are (A) 0.1269; (B) 0.0000.